Entry 1:
A structure of composition C24H30GeN9OS2Ti. Source: the OMol25 dataset; level of theory: ωB97M-V/def2-TZVPD.

Calculated values
Maximum force, eV/Å: 0.475
Lowest unoccupied orbital energy, eV: 2.36
HOMO, eV: -4.37
ΔE to the lowest compared entry with this formula, charge and spin, kcal/mol: 26.5
Net charge: -1
Orbital gap, eV: 6.727

```
68
Properties=species:S:1:pos:R:3:lowdin_charge:R:1
Ti -0.04 0.01 0.37 1.0495
C -1.91 2.91 4.76 -0.1155
C -2.99 2.15 4.34 -0.0956
C -2.96 1.47 3.14 -0.0337
C -1.84 1.54 2.31 -0.2824
C -0.76 2.32 2.73 -0.0515
C -0.79 2.99 3.94 -0.0967
N -1.71 0.83 1.12 -0.0538
C -2.79 0.49 0.30 -0.2510
C -4.03 1.12 0.23 -0.0555
C -5.01 0.65 -0.63 -0.1052
C -4.76 -0.45 -1.46 -0.1091
C -3.52 -1.06 -1.44 -0.0301
C -2.54 -0.58 -0.59 -0.2237
N -1.24 -1.11 -0.47 -0.1646
N -1.05 -2.46 -0.59 0.0692
C -0.16 -2.85 0.30 -0.3910
C 0.24 -4.22 0.39 -0.0553
C 1.03 -4.61 1.41 -0.0927
C 1.49 -3.66 2.37 -0.1006
C 1.15 -2.36 2.19 -0.1758
N 0.37 -1.91 1.18 -0.0315
H -1.94 3.44 5.70 0.0908
H -3.87 2.07 4.97 0.0977
H -3.80 0.85 2.85 0.1090
H 0.10 2.41 2.07 0.0931
H 0.07 3.58 4.25 0.0987
H -4.24 1.97 0.87 0.1039
H -5.97 1.14 -0.66 0.0945
H -5.54 -0.81 -2.12 0.0933
H -3.29 -1.91 -2.07 0.1107
H -0.10 -4.89 -0.38 0.1065
H 1.34 -5.65 1.48 0.0993
H 2.11 -3.96 3.20 0.0862
H 1.53 -1.60 2.87 0.0895
C 5.47 -5.67 -1.92 -0.1651
O 4.21 -5.03 -2.00 -0.2767
C 4.15 -3.68 -2.02 -1.3383
S 5.58 -2.78 -1.97 0.4994
S 2.56 -3.11 -2.11 0.5705
H 5.25 -6.74 -1.92 0.0813
H 6.00 -5.39 -1.01 0.0653
H 6.10 -5.41 -2.78 0.0636
C -1.60 3.91 -0.46 -0.2110
Ge -0.78 2.80 -1.86 0.7288
C 0.29 4.05 -2.95 -0.2360
C -2.17 2.09 -3.03 -0.2018
C 0.42 1.44 -1.15 -0.3911
H -1.99 4.83 -0.89 0.0142
H -0.87 4.17 0.31 0.0109
H -2.42 3.38 0.02 -0.0074
H -0.34 4.80 -3.42 0.0077
H 0.81 3.49 -3.73 0.0131
H 1.03 4.55 -2.34 0.0098
H -2.75 2.91 -3.46 0.0168
H -2.85 1.43 -2.50 -0.0113
H -1.71 1.53 -3.85 0.0227
H 1.34 1.97 -0.88 -0.0154
H 0.70 0.81 -2.01 -0.0034
N 3.57 -0.12 -1.84 0.1056
N 3.37 0.12 -0.50 -0.2405
N 4.23 0.75 0.25 0.1459
C 3.56 0.87 1.40 -0.1860
N 2.36 0.30 1.33 0.0053
N 2.26 -0.18 0.10 -0.0343
H 4.57 -0.31 -1.95 0.0297
H 3.12 -1.04 -2.07 -0.0541
H 3.95 1.35 2.27 0.1051
```

=====

Entry 2:
A cluster of 19 separate species, C44H131N5O24 in total at a distorted geometry. Source: the OMol25 dataset; level of theory: ωB97M-V/def2-TZVPD.

Calculated values
Maximum force, eV/Å: 2.576
Lowest unoccupied orbital energy, eV: 0.23
HOMO, eV: -8.50
Net charge: 0
Orbital gap, eV: 8.725

```
204
Properties=species:S:1:pos:R:3:lowdin_charge:R:1
C 5.99 -7.13 0.97 -0.1056
O 4.94 -6.43 0.31 -0.2093
C 4.60 -5.16 0.95 -0.1807
C 3.36 -4.54 0.27 -0.1506
N 3.80 -4.33 -1.15 -0.0632
C 2.75 -3.93 -2.04 -0.2255
C 3.20 -3.82 -3.51 -0.1850
O 3.72 -5.06 -3.97 -0.1788
C 3.74 -5.29 -5.35 -0.1178
H 6.22 -8.07 0.46 0.0863
H 5.60 -7.38 1.95 0.0685
H 6.93 -6.56 0.95 0.0871
H 5.48 -4.52 0.88 0.1183
H 4.53 -5.36 2.02 0.0922
H 2.98 -3.66 0.79 0.0943
H 2.53 -5.24 0.15 0.1160
H 4.03 -5.25 -1.50 0.1012
H 2.35 -2.97 -1.72 0.0950
H 1.93 -4.65 -1.97 0.1097
H 3.77 -2.89 -3.60 0.1212
H 2.25 -3.71 -4.03 0.1081
H 2.77 -5.57 -5.77 0.0820
H 4.36 -6.16 -5.55 0.0810
H 4.22 -4.50 -5.94 0.0886
C 0.14 -2.67 1.16 -0.0734
O 0.88 -2.86 2.35 -0.2076
C 0.06 -3.04 3.49 -0.2144
C 0.96 -3.45 4.69 -0.1671
N 1.28 -4.92 4.69 -0.0592
C 2.00 -5.38 3.46 -0.1902
C 2.32 -6.83 3.72 -0.2278
O 2.81 -7.45 2.52 -0.2204
C 3.33 -8.80 2.62 -0.0784
H -0.54 -3.48 0.91 0.0810
H 0.91 -2.65 0.38 0.0799
H -0.45 -1.75 1.22 0.0688
H -0.68 -3.78 3.19 0.1226
H -0.37 -2.09 3.82 0.0940
H 0.38 -3.24 5.58 0.0997
H 1.83 -2.80 4.63 0.1111
H 1.70 -5.33 5.51 0.0951
H 2.89 -4.76 3.32 0.1112
H 1.31 -5.42 2.61 0.1199
H 1.47 -7.38 4.12 0.1217
H 3.08 -6.93 4.51 0.1156
H 3.91 -9.07 1.74 0.0788
H 2.41 -9.39 2.62 0.0848
H 3.93 -8.90 3.52 0.0847
C -3.40 -3.68 0.94 -0.1067
O -3.22 -2.44 1.57 -0.2245
C -3.86 -1.31 0.93 -0.1665
C -3.71 -0.09 1.84 -0.1655
N -2.31 0.04 2.32 -0.0601
C -2.19 1.24 3.21 -0.1282
C -0.89 1.20 4.05 -0.2354
O -1.05 0.32 5.10 -0.1904
C 0.21 -0.01 5.76 -0.0701
H -4.45 -3.95 0.95 0.0921
H -2.88 -4.48 1.46 0.0828
H -3.09 -3.70 -0.10 0.0717
H -4.92 -1.51 0.77 0.1158
H -3.32 -1.20 -0.01 0.1131
H -4.31 -0.14 2.74 0.1209
H -4.03 0.81 1.32 0.1043
H -2.09 -0.86 2.73 0.0744
H -2.91 1.20 4.02 0.1183
H -2.38 2.09 2.55 0.1134
H -0.65 2.18 4.45 0.1084
H -0.06 0.96 3.39 0.1128
H 0.63 0.81 6.32 0.0861
H 0.99 -0.35 5.08 0.0746
H 0.12 -0.83 6.48 0.0827
C 2.28 10.32 -1.77 -0.1236
O 1.02 9.93 -1.30 -0.1980
C -0.08 10.24 -2.16 -0.2114
C -1.32 9.55 -1.55 -0.1879
N -1.25 8.05 -1.64 -0.0561
C -2.48 7.49 -1.17 -0.2210
C -2.44 5.93 -0.96 -0.1566
O -1.53 5.65 0.13 -0.2030
C -1.08 4.31 0.27 -0.1001
H 3.03 9.83 -1.14 0.0861
H 2.34 11.41 -1.72 0.0883
H 2.53 9.97 -2.77 0.0818
H 0.01 9.85 -3.18 0.1163
H -0.28 11.30 -2.32 0.1160
H -2.19 9.76 -2.17 0.1142
H -1.40 9.94 -0.54 0.1181
H -0.53 7.86 -0.95 0.0870
H -3.28 7.72 -1.88 0.1170
H -2.70 7.96 -0.21 0.1136
H -2.08 5.45 -1.87 0.1143
H -3.47 5.63 -0.76 0.0910
H -1.90 3.60 0.32 0.0807
H -0.51 4.23 1.20 0.0777
H -0.39 4.15 -0.56 0.0752
C -2.47 -7.57 -0.37 -0.1086
O -2.76 -6.68 -1.43 -0.1847
C -1.59 -6.37 -2.13 -0.2336
C -1.94 -5.45 -3.29 -0.2160
N -2.57 -4.31 -2.70 -0.0774
C -3.19 -3.44 -3.76 -0.1468
C -4.07 -2.29 -3.21 -0.2279
O -5.24 -2.75 -2.57 -0.1744
C -6.06 -1.66 -2.15 -0.1050
H -1.97 -8.50 -0.64 0.0909
H -3.41 -7.97 0.00 0.0875
H -2.01 -7.00 0.44 0.0879
H -1.16 -7.29 -2.51 0.1216
H -0.80 -5.95 -1.51 0.1225
H -2.66 -5.97 -3.92 0.1213
H -1.08 -5.21 -3.92 0.1286
H -3.31 -4.74 -2.17 0.0983
H -3.90 -4.11 -4.24 0.1133
H -2.47 -3.16 -4.54 0.1255
H -4.45 -1.68 -4.03 0.1213
H -3.46 -1.70 -2.53 0.0976
H -6.23 -0.96 -2.97 0.0841
H -5.62 -1.06 -1.35 0.0564
H -7.03 -1.92 -1.74 0.0906
C -5.86 4.37 -0.07 -0.1605
O -5.40 3.59 1.02 -0.1256
H -6.95 4.26 -0.09 0.0779
H -5.66 5.43 0.06 0.0814
H -5.53 3.95 -1.02 0.0587
H -5.73 2.71 0.86 0.0657
C 4.07 -1.02 -0.32 -0.1464
O 5.04 -1.49 -1.22 -0.1296
H 3.05 -1.12 -0.70 0.0670
H 4.10 -1.62 0.59 0.0773
H 4.26 0.03 -0.10 0.0764
H 5.01 -2.45 -1.24 0.0550
C 0.49 5.27 4.46 -0.1786
O 1.71 5.81 4.05 -0.1109
H 0.39 4.31 3.96 0.0531
H 0.41 5.14 5.54 0.0855
H -0.44 5.79 4.20 0.0649
H 2.41 5.57 4.66 0.0828
C 3.13 1.83 3.14 -0.1630
O 2.85 1.43 1.82 -0.1306
H 4.05 2.40 3.03 0.0727
H 2.31 2.43 3.53 0.0694
H 3.36 0.97 3.76 0.0791
H 2.69 2.22 1.30 0.0117
C 2.90 4.63 1.11 -0.0876
O 2.61 3.58 0.12 -0.1544
H 3.65 4.35 1.85 0.0750
H 3.19 5.57 0.64 0.0737
H 1.96 4.88 1.59 0.0624
H 2.38 4.02 -0.70 0.0304
C -3.10 5.11 3.49 -0.1461
O -2.66 4.54 4.72 -0.1231
H -2.32 4.97 2.74 0.0539
H -3.89 4.51 3.03 0.0591
H -3.44 6.14 3.53 0.0868
H -3.23 4.88 5.41 0.0774
C 0.24 0.89 0.14 -0.1323
O -1.13 0.62 -0.11 -0.1554
H 0.44 1.92 0.41 0.0501
H 0.64 0.26 0.93 0.0663
H 0.78 0.75 -0.80 0.0842
H -1.55 0.40 0.73 -0.0025
C 4.59 1.47 -3.24 -0.1267
O 4.93 0.08 -3.54 -0.1528
H 5.07 2.17 -3.92 0.0751
H 3.50 1.52 -3.29 0.0570
H 4.81 1.64 -2.19 0.0679
H 4.92 -0.48 -2.76 0.0059
C 1.83 6.37 -2.11 -0.1306
O 2.78 5.32 -2.09 -0.1289
H 0.83 5.95 -2.24 0.0605
H 1.84 6.96 -1.19 0.0765
H 2.06 7.02 -2.96 0.0883
H 3.61 5.78 -2.27 0.0927
C 0.44 3.45 -3.72 -0.1391
O -0.28 2.26 -3.96 -0.1359
H 0.76 3.38 -2.68 0.0648
H 1.29 3.38 -4.40 0.0844
H -0.05 4.40 -3.91 0.0838
H -1.14 2.35 -3.54 0.0311
C -3.77 1.84 -2.31 -0.1437
O -2.45 2.25 -2.39 -0.1120
H -4.54 2.57 -2.58 0.0757
H -3.88 0.98 -2.98 0.0737
H -4.07 1.38 -1.37 0.0735
H -2.05 2.03 -1.55 0.0540
C -2.99 -2.38 4.90 -0.1318
O -4.36 -2.31 5.39 -0.1239
H -2.38 -2.84 5.68 0.0792
H -2.94 -2.93 3.96 0.0614
H -2.52 -1.40 4.83 0.0507
H -4.56 -3.18 5.75 0.0634
C -0.55 -1.45 -3.00 -0.1520
O -0.14 -2.79 -3.02 -0.1122
H -0.73 -1.09 -1.98 0.0600
H 0.20 -0.74 -3.35 0.0800
H -1.49 -1.20 -3.49 0.0660
H -0.95 -3.28 -2.88 0.0068
C 2.03 0.73 -6.41 -0.1621
O 0.84 1.49 -6.41 -0.1304
H 1.97 -0.09 -7.12 0.0717
H 2.88 1.35 -6.70 0.0710
H 2.21 0.31 -5.42 0.0697
H 0.56 1.72 -5.52 0.0062
```